Run w
Entry from OMol25: an isolated molecule of C5H6O3 (ωB97M-V/def2-TZVPD).

XYZ file:
```
14
C5H6O3 | OMol25 | ωB97M-V/def2-TZVPD
O 1.403 0.943 2.378
C 0.797 0.643 1.352
C 1.341 -0.780 0.554
C 0.463 -1.559 -0.255
C -0.532 -0.649 -1.052
O -0.215 0.688 -1.047
C -0.768 1.480 -0.200
O -0.466 1.179 1.267
H 2.255 -1.430 0.818
H 0.173 -2.814 -0.507
H -0.175 -0.776 -2.062
H -1.631 -0.936 -0.840
H -0.718 2.676 -0.376
H -1.927 1.334 -0.031
```

Its SMILES is O=C1C=CCOCO1. For the HOMO energy, the calculation gives -0.358 Ha. The value obtained for the lowest unoccupied orbital energy is 0.43 eV. As for the charge: 0. Its spin multiplicity is 1. The HOMO-LUMO gap comes out at 0.3737 Ha.

Atomic partial charges in e from the natural (NBO) method, atoms 1 to 8:
1. O -0.544
2. C 0.768
3. C -0.336
4. C -0.195
5. C -0.139
6. O -0.503
7. C 0.220
8. O -0.534


Run x
Entry from OMol25: an isolated molecule of C5H6O3 (ωB97M-V/def2-TZVPD).

XYZ file:
```
14
C5H6O3 | OMol25 | ωB97M-V/def2-TZVPD
O 2.002 -0.683 -0.683
C 1.796 0.491 -0.704
C 0.953 0.979 0.511
C -0.304 0.244 1.127
O -1.172 0.792 1.863
C -1.065 -0.876 0.405
C -1.454 -0.583 -1.039
O -0.460 0.145 -1.864
H 2.160 1.189 -1.560
H 1.738 0.504 1.358
H 0.770 1.968 0.842
H -0.490 -1.791 0.365
H -1.951 -1.246 0.982
H -2.525 -1.131 -1.602
```

Its SMILES is O=CCC(=O)CC=O. For the HOMO energy, the calculation gives -0.369 Ha. The value obtained for the lowest unoccupied orbital energy is -0.57 eV. As for the charge: 0. Its spin multiplicity is 1. The HOMO-LUMO gap comes out at 0.3477 Ha.

Atomic partial charges in e from the natural (NBO) method, atoms 1 to 8:
1. O -0.536
2. C 0.462
3. C -0.596
4. C 0.604
5. O -0.526
6. C -0.630
7. C 0.399
8. O -0.593


Least stable structure among those shown: run x.